A cluster of 7 separate species, C26H48ClN2O26P2S7 in total, computed with the ωB97M-V functional and the def2-TZVPD basis.

As for the max |F|: 0.037 hartree/bohr. Its HOMO energy is -11.53 eV. The calculation puts the LUMO energy at -2.91 eV. The calculation puts the gap between HOMO and LUMO at 8.62 eV. The net charge is +1.

Geometry as XYZ:
```
112
Properties=species:S:1:pos:R:3:forces:R:3
Cl -1.7905 2.8136 -4.9698 0.12 0.12 0.66
S 1.7775 -3.0648 2.5781 0.07 -0.34 0.26
S -0.8557 -7.7156 6.4957 -0.13 -0.30 -0.06
S -1.4664 -1.4066 1.4604 0.06 -0.09 -0.09
S 8.7119 1.0913 -2.0350 -0.20 0.21 0.14
S 6.0210 -2.0215 2.9882 0.40 -0.05 -0.25
S -5.1581 0.3491 -10.0485 0.12 0.04 0.07
S -6.7710 6.4954 2.4360 -0.27 -0.15 0.31
P -2.4280 -0.2076 0.3110 0.46 -0.33 1.43
P -3.5306 2.1162 -4.0845 -1.32 -0.81 -0.76
O 8.3668 -0.2591 -2.3017 0.14 -0.10 0.03
O 5.0930 -3.0948 2.9926 0.89 0.53 -0.12
O -4.9013 0.8947 -11.3290 -0.13 0.01 -0.02
O 9.9544 1.6392 -2.4327 0.01 -0.10 -0.14
O 5.7542 -0.8043 3.6678 -0.12 -0.06 0.11
O -1.8650 -7.7555 5.2534 -0.09 -0.13 0.22
O -6.5629 6.0205 1.1108 0.26 0.07 -0.01
O 0.5657 -4.0082 3.0263 0.17 0.23 0.11
O 8.4930 1.3523 -0.4661 -0.20 -0.19 -0.12
O -1.3554 -0.7671 -2.2966 0.36 0.36 -0.23
O 1.9737 -3.1955 1.1737 0.02 0.31 -0.03
O -6.4223 5.3006 3.4456 -0.19 -0.14 -0.27
O 1.5830 -1.7875 3.1724 -0.07 0.14 -0.28
O -3.7950 -0.2585 -9.4511 -0.25 -0.04 0.25
O -1.5777 -7.3375 7.6517 0.06 0.20 -0.02
O 6.4060 -1.6974 1.4659 -0.03 -0.29 0.10
O -8.3392 6.5582 2.7231 0.18 0.08 0.23
O -6.1754 7.6876 2.9107 0.05 0.09 -0.29
O 0.3299 -7.0336 6.1040 0.04 0.02 0.16
O -4.1978 3.4760 -3.5002 0.63 0.09 0.10
O -5.3015 1.5647 -9.0044 0.24 0.02 -0.16
O 7.4582 -2.5536 3.4521 -0.06 0.31 -0.04
O 2.9482 -3.8288 3.3235 -1.31 -0.60 -0.06
O -0.5345 -9.2788 6.5497 0.13 0.17 -0.25
O -6.1969 -0.5847 -9.8198 0.03 -0.06 -0.09
O 7.5412 2.0500 -2.5621 0.27 0.14 0.16
N -2.0649 1.8745 -1.6178 -0.37 0.00 -0.09
N -2.6316 3.0096 -0.9546 0.23 -0.38 0.21
C 7.8347 -1.6830 1.3222 0.30 0.35 0.11
C 2.3843 -4.7288 4.2960 -0.17 0.13 0.43
C 1.4307 0.1476 0.1111 0.38 -0.35 -0.35
C 7.5694 2.4296 -0.2639 0.07 0.45 0.03
C 8.3204 -2.7144 2.3162 0.02 -0.36 -0.28
C -4.0495 3.4556 1.0161 -0.27 -0.28 -0.49
C -1.4169 -10.0008 5.6779 -0.42 -0.15 0.08
C -0.4405 0.1123 -1.6305 -0.10 -0.48 0.50
C 1.0810 -5.1817 3.6790 0.09 -0.40 -0.20
C 0.7260 -0.6301 -0.9916 0.18 0.05 -0.50
C 2.6171 2.2613 0.6574 0.07 0.15 -0.01
C -8.7542 5.3733 3.4183 -0.05 -0.42 -0.20
C 3.2843 3.4399 0.3550 -0.10 -0.29 -0.23
C -1.7464 -9.0160 4.5763 0.34 -0.10 -0.27
C 2.1725 1.3879 -0.3397 -0.21 0.31 0.28
C 2.4380 1.7175 -1.6663 -0.09 0.01 0.26
C 3.5098 3.7712 -0.9787 -0.04 -0.05 0.35
C -7.5598 5.0051 4.2731 -0.12 0.22 0.37
C -2.0738 -0.0113 -3.2382 -0.88 -0.63 -0.06
C -3.9813 2.8580 -0.4151 -0.61 0.94 1.13
C 3.0955 2.9035 -1.9734 0.05 0.22 -0.21
C -4.3495 1.4276 -7.9503 -0.07 -0.24 0.34
C 6.6657 2.3856 -1.4768 -0.28 -0.36 0.19
C -3.1832 0.6923 -8.5782 0.22 0.37 -0.21
C -2.9456 1.1151 -2.5976 1.69 0.48 -0.75
C -1.3172 0.9411 -0.6659 -0.32 -0.26 -1.05
H 6.1755 3.3352 -1.6630 0.14 0.02 -0.23
H -1.4379 0.3727 -4.0379 0.30 0.09 0.18
H -2.3058 -10.2823 6.2448 -0.01 0.01 -0.02
H 3.0662 -5.5520 4.4855 0.16 0.10 -0.19
H -2.5601 0.1858 -7.8452 -0.08 -0.22 -0.09
H 7.0250 2.2907 0.6673 0.10 -0.22 0.01
H -2.5096 3.8201 -1.5447 -0.18 -0.05 -0.09
H -7.5017 5.6245 5.1695 -0.02 0.00 -0.01
H 8.1954 -0.6850 1.5773 0.05 -0.01 -0.03
H 1.2463 -5.9503 2.9204 0.02 0.01 0.01
H 2.2191 -4.1742 5.2214 -0.02 -0.04 0.01
H 1.4478 -0.8041 -1.7905 0.01 -0.12 -0.10
H -4.5662 2.7443 1.6537 0.12 0.01 0.34
H -3.6850 4.2659 -3.7282 -0.24 0.12 0.07
H 5.9132 1.5983 -1.3864 -0.03 0.06 0.04
H -3.2144 0.6677 1.0817 -0.10 0.20 -0.43
H 9.3555 -2.5588 2.6071 -0.08 0.06 0.21
H 4.0081 4.6984 -1.2240 0.02 0.04 -0.09
H -4.8055 0.8420 -7.1478 0.04 0.00 0.02
H -4.6459 4.3611 1.0186 0.05 0.19 0.03
H -0.9334 -8.9409 3.8509 -0.01 -0.05 0.00
H -3.0549 3.6715 1.3884 0.07 -0.08 0.19
H -0.7304 1.5786 -0.0124 -0.12 0.08 0.19
H 8.1343 3.3627 -0.2189 -0.02 0.00 -0.01
H -3.7759 0.6124 -2.1183 -0.25 0.49 0.29
H 8.1122 -1.9181 0.2988 -0.23 -0.01 -0.08
H -1.3150 2.2566 -2.2042 0.03 0.09 0.05
H -8.9712 4.6003 2.6780 -0.01 -0.02 0.04
H 2.4381 2.0046 1.6930 -0.03 -0.04 0.08
H 3.2892 3.1811 -3.0004 -0.02 -0.15 -0.13
H -2.7788 -0.6942 -3.7088 -0.03 -0.09 -0.09
H 0.4259 -1.6196 -0.6724 -0.22 -0.04 0.34
H 0.3756 -5.5450 4.4157 -0.13 0.20 -0.02
H -0.9263 -10.8957 5.3056 0.20 0.07 0.11
H 2.1377 1.0432 -2.4565 0.08 0.04 -0.14
H 2.1656 -0.5270 0.5490 -0.02 -0.13 0.13
H -9.6462 5.5738 4.0041 0.02 0.25 -0.06
H -2.5643 1.3634 -9.1785 0.01 0.03 0.06
H -4.7301 3.3939 -0.9918 0.13 -0.14 -0.54
H 3.6230 4.0855 1.1516 -0.01 0.08 0.04
H -3.3521 -0.8268 -0.5458 0.02 0.40 -0.28
H -2.6716 -9.2546 4.0600 -0.11 0.20 0.11
H -0.0294 0.7573 -2.4170 0.04 0.39 0.21
H 0.7412 0.3792 0.9183 0.01 0.05 0.18
H 8.1985 -3.7288 1.9324 0.01 0.01 -0.01
H -4.3264 1.8326 -0.3385 0.42 -0.24 -0.41
H -7.5554 3.9564 4.5568 0.18 -0.03 -0.14
H -4.0678 2.4071 -7.5702 -0.12 0.10 -0.17
```
Forces are in eV/Å.



The ion C4H11NS2 with charge -1, computed with the ωB97M-V functional and the def2-TZVPD basis.

The energy above the lowest of the compared OMol25 structures with the same formula, charge and spin is 43.3 kcal per mole. As for the max |F|: 0.083 hartree/bohr. Its HOMO energy (spin up / spin down) is 0.89 / -3.41 eV. The multiplicity is 2. The expectation value of S² is 0.752. The calculation puts the LUMO energy (spin up / spin down) at 3.33 / 3.22 eV. The calculation puts the gap between HOMO and LUMO (spin up / spin down) at 2.44 / 6.63 eV. The net charge is -1.

Geometry as XYZ:
```
18
Properties=species:S:1:pos:R:3:forces:R:3
S -0.6344 -1.0581 0.9416 -3.30 1.31 -1.26
S 0.9548 -2.2149 1.5546 3.19 -2.04 1.23
N -1.5347 2.1530 -0.3378 -0.70 -1.98 -1.18
C -0.4121 1.1858 -0.8081 -0.46 3.10 0.65
C 0.6283 2.1242 -1.4772 -0.37 -1.17 -3.08
C 0.1800 -3.8804 1.6538 -1.17 1.12 -3.97
C 0.2504 0.4282 0.3461 0.55 -1.13 -0.30
H -0.5313 -3.9623 0.7157 0.50 0.38 1.87
H 0.2345 2.9595 -2.1380 0.02 -0.99 1.06
H 1.4174 2.4849 -0.9108 0.96 1.11 2.03
H 0.8371 -4.6667 1.3738 1.26 -0.22 0.20
H -0.2859 -4.1279 2.5555 -0.90 -0.01 1.38
H 0.4627 0.9766 1.2492 -0.13 0.93 -0.01
H 1.2488 1.5296 -2.1722 -0.33 -0.17 -0.20
H -2.0891 2.5338 -1.1311 0.81 -0.57 0.71
H 1.2435 0.1276 -0.0362 -0.21 -0.24 0.10
H -1.2038 2.9364 0.1914 0.62 0.15 0.19
H -0.7661 0.4708 -1.5701 -0.32 0.42 0.60
```
Forces are in eV/Å.



The ion C3H7N2 with charge +1, computed with the ωB97M-V functional and the def2-TZVPD basis.

The energy above the lowest of the compared OMol25 structures with the same formula, charge and spin is 57.0 kcal per mole. As for the max |F|: 0.060 hartree/bohr. Its HOMO energy is -14.21 eV. As for the structure (SMILES): C=N/C=C/[NH3+]. The calculation puts the LUMO energy at -4.01 eV. The calculation puts the gap between HOMO and LUMO at 10.20 eV. The net charge is +1.

Geometry as XYZ:
```
12
Properties=species:S:1:pos:R:3:forces:R:3
N -0.5386 2.0462 -0.6594 0.41 -0.64 -1.13
N 0.6432 -1.0526 0.9829 -0.30 0.08 0.24
C 0.4237 0.0856 0.0562 0.61 0.82 0.38
C -0.9390 1.2815 -1.6130 -1.40 -0.05 0.35
C -0.2539 1.2148 0.3765 0.52 -0.95 2.88
H 0.8497 -0.8330 1.9857 -0.25 -0.14 -0.94
H -0.9189 1.4183 -2.6596 0.10 1.31 -1.02
H 1.3979 -1.6502 0.5829 -0.80 0.23 0.64
H -0.5104 1.4196 1.4805 0.25 0.05 -1.88
H -0.2942 -1.4660 0.8675 0.76 -0.94 0.82
H 0.9658 -0.1346 -0.8492 -0.30 0.49 -0.28
H -1.4946 0.3782 -1.3529 0.40 -0.26 -0.07
```
Forces are in eV/Å.



> max |F| of number 2 (C4H11NS2)?

0.083 hartree/bohr